i.
C2H3NOS in the gas phase. Source: OMol25; level of theory: ωB97M-V/def2-TZVPD.

Results
* spin multiplicity: 1
* frontier orbital gap (alpha / beta): 6.54 / 6.54 eV

XYZ file:
```
8
C2H3NOS ωB97M-V/def2-TZVPD
C -0.16 -1.66 0.37
C 0.16 0.67 -0.55
N 0.19 -0.75 -0.43
O 0.44 1.58 0.38
S 0.58 3.31 0.39
H -0.72 -1.34 1.23
H -0.06 -2.72 0.10
H -0.43 0.90 -1.50
```

---

ii.
C2H3NOS in the gas phase. Source: OMol25; level of theory: ωB97M-V/def2-TZVPD.

Results
* spin multiplicity: 1
* SMILES: C1=NOCS1
* frontier orbital gap: 9.81 eV

XYZ file:
```
8
C2H3NOS ωB97M-V/def2-TZVPD
C -0.05 -0.07 -1.22
N -0.76 -0.96 -0.72
O -0.89 -0.72 0.65
C 0.15 0.16 0.98
S 0.26 1.39 -0.35
H 0.25 -0.14 -2.26
H 1.05 -0.37 0.95
H -0.01 0.70 1.96
```

---

Which one sits at the bottom of the stability order? i does.

---

i.
C2H3NOS in the gas phase. Source: OMol25; level of theory: ωB97M-V/def2-TZVPD.

Results
* spin multiplicity: 1
* SMILES: C=NOC=S
* frontier orbital gap: 8.53 eV

XYZ file:
```
8
C2H3NOS ωB97M-V/def2-TZVPD
C -0.15 0.96 -1.48
N 0.49 -0.09 -0.82
O 0.49 0.05 0.64
C -0.05 -1.03 1.39
S -0.40 -0.68 3.00
H 0.22 0.94 -2.58
H -0.60 1.92 -1.40
H -0.01 -2.06 1.25
```

---

ii.
C2H3NOS in the gas phase. Source: OMol25; level of theory: ωB97M-V/def2-TZVPD.

Results
* spin multiplicity: 1
* frontier orbital gap: 8.71 eV

XYZ file:
```
8
C2H3NOS ωB97M-V/def2-TZVPD
C -0.40 0.40 -0.17
C 0.75 -0.55 -0.07
N 2.02 -0.40 0.11
O -2.85 0.61 0.00
S -1.81 -0.40 -0.02
H -0.54 1.46 -0.06
H 0.50 -1.62 0.03
H 2.34 0.49 0.19
```

---

Which one sits at the bottom of the stability order? i does.